# C28H31O7

A cluster of 2 separate species, C28H31O7 in total (ωB97M-V/def2-TZVPD, OMol25).

Each line ends with the natural charge from an NBO analysis.
Element x y z (Å)
C  0.232  4.750  -3.789  -0.597
C  -0.557  3.492  -3.440  -0.408
C  -0.339  2.360  -4.435  -0.391
C  -0.844  1.002  -3.941  -0.395
C  -0.510  0.549  -2.567  -0.484
C  -1.652  0.022  -1.817  0.775
O  -1.690  -0.316  -0.646  -0.698
O  -2.784  0.014  -2.622  -0.579
C  -3.945  -0.779  -2.236  -0.059
C  -5.057  -0.735  -3.279  -0.620
C  0.904  0.260  -2.376  0.759
O  1.440  -0.193  -1.367  -0.711
O  1.593  0.577  -3.526  -0.568
C  2.913  0.000  -3.708  -0.059
C  3.509  0.251  -5.090  -0.621
H  0.107  5.497  -3.002  0.192
H  1.301  4.533  -3.868  0.197
H  -0.111  5.183  -4.734  0.186
H  -0.272  3.127  -2.445  0.217
H  -1.632  3.713  -3.408  0.183
H  -0.901  2.560  -5.367  0.171
H  0.715  2.270  -4.718  0.197
H  -1.933  1.035  -3.981  0.223
H  -0.507  0.184  -4.611  0.178
H  -3.587  -1.808  -2.116  0.180
H  -4.314  -0.375  -1.281  0.178
H  -5.900  -1.291  -2.851  0.200
H  -5.397  0.283  -3.508  0.206
H  -4.776  -1.228  -4.219  0.204
H  3.592  0.424  -2.947  0.176
H  2.813  -1.085  -3.568  0.179
H  4.539  -0.126  -5.059  0.200
H  2.988  -0.303  -5.881  0.202
H  3.551  1.306  -5.382  0.206
C  3.324  2.666  6.477  -0.253
O  2.423  3.096  5.453  -0.518
C  2.062  2.214  4.485  0.397
C  2.474  0.854  4.451  -0.345
C  1.901  0.007  3.517  -0.112
C  0.976  0.449  2.529  -0.145
C  0.341  -0.515  1.630  0.087
C  -0.113  -1.689  2.156  -0.338
C  -0.601  -2.876  1.364  0.547
O  -0.604  -3.007  0.157  -0.488
C  -1.028  -3.886  2.388  -0.129
C  -0.795  -3.400  3.681  -0.042
C  -1.035  -4.177  4.806  -0.208
C  -1.572  -5.453  4.612  -0.210
C  -1.827  -5.937  3.304  -0.207
C  -1.530  -5.166  2.174  -0.171
C  -0.255  -2.009  3.627  0.532
O  -0.008  -1.340  4.628  -0.562
C  0.683  1.834  2.502  -0.149
C  1.171  2.691  3.481  -0.301
H  3.504  3.570  7.048  0.193
H  2.871  1.907  7.119  0.179
H  4.267  2.290  6.074  0.177
H  3.150  0.432  5.202  0.211
H  2.190  -1.044  3.534  0.212
H  0.230  -0.312  0.561  0.297
H  -0.795  -3.748  5.783  0.229
H  -1.799  -6.064  5.487  0.209
H  -2.266  -6.925  3.182  0.209
H  -1.679  -5.520  1.149  0.232
H  -0.002  2.171  1.718  0.231
H  0.851  3.732  3.507  0.216

As for the multiplicity: 1. The calculation puts the total energy at -1612.248041 Ha. The total charge is -1. The HOMO energy is -3.162 eV.


# C5H6O2

The molecule C5H6O2 (ωB97M-V/def2-TZVPD, OMol25).

Each line ends with the natural charge from an NBO analysis.
Element x y z (Å)
O  0.519  2.774  -2.140  -0.498
C  0.494  1.724  -1.552  0.457
C  0.622  1.614  -0.029  -0.595
C  0.685  0.211  0.397  -0.004
C  0.454  -0.948  0.644  -0.045
C  -0.427  -2.069  1.031  -0.128
O  -1.714  -1.812  0.496  -0.695
H  0.366  0.749  -2.073  0.113
H  1.437  2.259  0.319  0.263
H  -0.305  2.008  0.406  0.267
H  -0.051  -3.058  0.738  0.188
H  -0.513  -2.061  2.125  0.207
H  -1.568  -1.391  -0.363  0.470

As for the multiplicity: 1. The calculation puts the total energy at -344.501094 Ha. The structure (SMILES) is O=CCC#CCO. The energy above the lowest of the compared OMol25 structures with the same formula, charge and spin is 264.7 kJ/mol. The HOMO energy is -10.013 eV.


# C5H11N2O

A cluster of 2 separate species, C5H11N2O in total (ωB97M-V/def2-TZVPD, OMol25).

Each line ends with the natural charge from an NBO analysis.
Element x y z (Å)
C  1.995  -0.141  0.323  0.893
C  -1.752  0.265  0.404  0.199
C  4.194  -0.236  -0.547  -0.577
C  -3.971  -0.951  0.103  -0.452
C  3.104  0.707  -0.018  -0.611
N  -2.190  1.449  0.040  -0.783
N  -2.469  -0.844  0.346  -0.603
O  0.916  -0.555  0.465  -0.220
H  4.693  0.028  -1.504  0.273
H  4.834  -0.433  0.305  0.237
H  3.617  -1.163  -0.756  0.218
H  -4.107  -2.011  -0.043  0.223
H  -4.164  -0.347  -0.814  0.203
H  -4.602  -0.530  0.894  0.217
H  3.706  0.972  0.882  0.334
H  2.916  1.515  -0.614  0.304
H  -1.632  2.186  0.191  0.379
H  -3.162  1.746  0.271  0.361
H  -1.926  -1.657  0.073  0.404

As for the multiplicity: 1. The calculation puts the total energy at -381.455031 Ha. The total charge is +1. The energy above the lowest of the compared OMol25 structures with the same formula, charge and spin is 548.5 kJ/mol. The HOMO energy (alpha / beta) is -10.940 / -10.939 eV.


# C48H103CaClN5O9

A structure of composition C48H103CaClN5O9 (ωB97M-V/def2-TZVPD, OMol25).

Each line ends with the Mulliken charge.
Element x y z (Å)
Ca  0.095  -0.641  -0.014  -0.427
C  4.542  1.731  -2.851  -1.269
C  5.269  1.028  -1.668  -0.268
C  4.650  -0.280  -1.229  0.211
N  5.314  -0.994  0.023  0.230
C  4.343  -2.140  0.367  -0.248
C  4.357  -2.803  1.788  -1.052
C  4.437  -1.594  2.736  0.362
C  5.497  -0.601  2.506  -0.678
C  5.357  0.066  1.132  -0.065
C  6.716  -1.592  -0.140  -0.926
H  3.463  1.604  -2.763  0.128
H  4.832  1.304  -3.811  0.440
H  4.693  2.810  -2.870  0.394
H  5.104  1.763  -0.880  0.181
H  6.354  0.954  -1.753  0.496
H  4.790  -1.033  -2.004  0.558
H  3.585  -0.173  -1.022  -0.598
H  3.345  -1.729  0.212  -0.173
H  4.401  -2.911  -0.401  0.550
H  3.572  -3.524  2.016  0.494
H  5.290  -3.366  1.813  0.405
H  3.434  -1.210  2.550  -0.527
H  4.472  -1.979  3.756  0.585
H  5.387  0.166  3.272  0.255
H  6.473  -1.025  2.742  0.381
H  4.491  0.722  1.052  -0.260
H  6.295  0.590  0.950  0.348
H  6.970  -2.191  0.735  0.416
H  7.507  -0.850  -0.249  0.330
H  6.702  -2.176  -1.060  0.356
C  0.552  6.002  1.965  -1.807
C  0.347  5.034  3.066  0.269
C  1.196  3.783  2.852  0.147
N  1.526  3.073  4.226  0.058
C  2.568  3.933  5.067  -0.491
C  3.115  3.110  6.261  -0.863
C  3.491  1.573  5.988  -0.877
C  2.401  0.797  5.263  -0.386
C  1.968  1.606  3.961  0.266
C  0.220  2.921  5.067  -1.247
H  0.406  5.533  0.992  0.304
H  1.574  6.367  1.863  0.448
H  -0.069  6.889  2.092  0.435
H  -0.704  4.810  2.884  -0.357
H  0.481  5.652  3.953  0.410
H  2.237  3.925  2.564  0.474
H  0.693  3.038  2.236  0.021
H  3.394  4.056  4.367  0.370
H  2.028  4.850  5.302  0.458
H  3.977  3.621  6.689  0.522
H  2.339  3.281  7.008  0.339
H  4.465  1.471  5.511  0.209
H  3.815  1.080  6.905  0.534
H  2.931  -0.090  4.916  0.265
H  1.581  0.519  5.925  0.469
H  2.900  1.731  3.410  0.351
H  1.188  1.108  3.385  -0.759
H  -0.100  3.932  5.320  0.455
H  0.407  2.328  5.963  0.696
H  -0.514  2.456  4.410  0.241
C  -0.421  -5.829  1.065  -1.335
C  -1.447  -5.370  0.013  0.236
C  -1.198  -6.014  -1.454  -0.600
N  -2.370  -5.704  -2.437  0.277
C  -2.611  -4.133  -2.323  -0.817
C  -3.432  -3.582  -3.492  -0.765
C  -2.916  -4.048  -4.900  -0.074
C  -2.644  -5.524  -4.997  -0.897
C  -1.833  -6.104  -3.861  -0.616
C  -3.708  -6.417  -2.181  -0.951
H  0.017  -6.822  0.962  0.370
H  -0.779  -5.472  2.030  0.368
H  0.504  -5.268  0.934  0.197
H  -1.283  -4.292  0.013  -0.130
H  -2.440  -5.434  0.460  0.361
H  -1.213  -7.100  -1.365  0.514
H  -0.282  -5.632  -1.904  0.328
H  -1.621  -3.679  -2.294  0.368
H  -2.964  -3.866  -1.326  0.563
H  -3.416  -2.499  -3.368  0.167
H  -4.510  -3.741  -3.466  0.439
H  -1.983  -3.493  -5.003  -0.264
H  -3.534  -3.752  -5.748  0.484
H  -2.124  -5.807  -5.913  0.422
H  -3.608  -6.029  -5.057  0.397
H  -0.786  -5.829  -3.988  0.414
H  -1.909  -7.188  -3.937  0.351
H  -4.120  -6.221  -1.191  0.292
H  -3.606  -7.479  -2.407  0.345
H  -4.418  -6.024  -2.908  0.438
C  -3.327  2.230  -3.776  -1.170
C  -2.401  1.725  -4.918  -0.767
C  -0.950  1.585  -4.499  0.208
N  -0.180  0.472  -5.247  0.452
C  -0.221  0.819  -6.762  -0.638
C  0.698  -0.046  -7.627  -0.827
C  2.109  -0.085  -7.084  -1.082
C  2.359  -0.263  -5.547  -0.457
C  1.255  0.515  -4.726  -0.112
C  -0.771  -0.951  -5.037  -1.404
H  -2.999  3.263  -3.663  0.390
H  -3.220  1.643  -2.864  0.035
H  -4.331  2.083  -4.173  0.462
H  -2.408  2.245  -5.876  0.428
H  -2.701  0.717  -5.204  0.328
H  -0.968  1.260  -3.458  -0.205
H  -0.342  2.489  -4.544  0.587
H  0.176  1.834  -6.741  0.411
H  -1.288  0.783  -6.986  0.555
H  0.719  0.218  -8.685  0.480
H  0.266  -1.044  -7.709  0.302
H  2.622  0.852  -7.298  0.364
H  2.752  -0.728  -7.685  0.454
H  3.282  0.267  -5.314  0.104
H  2.326  -1.328  -5.314  0.430
H  1.483  1.580  -4.688  0.611
H  1.318  0.239  -3.673  -0.208
H  -1.127  -1.176  -4.032  -0.026
H  0.040  -1.596  -5.374  0.668
H  -1.644  -1.017  -5.687  0.651
C  -2.143  2.967  -0.041  -1.124
C  -3.313  2.473  0.842  -0.261
C  -3.125  2.337  2.378  0.384
N  -4.272  1.482  3.133  0.366
C  -3.741  1.273  4.588  -0.773
C  -3.665  2.554  5.457  -0.303
C  -5.060  3.264  5.462  -1.071
C  -5.616  3.441  4.031  -0.423
C  -5.623  2.219  3.116  -0.602
C  -4.344  0.078  2.581  -1.080
H  -1.920  4.005  0.207  0.588
H  -2.456  2.919  -1.084  -0.033
H  -1.255  2.359  0.131  0.072
H  -3.632  1.501  0.466  -0.323
H  -4.196  3.072  0.621  0.436
H  -2.955  3.306  2.848  0.477
H  -2.267  1.686  2.551  -0.501
H  -2.898  0.586  4.648  0.470
H  -4.544  0.676  5.022  0.590
H  -2.830  3.180  5.143  -0.062
H  -3.383  2.240  6.462  0.536
H  -5.071  4.212  6.001  0.426
H  -5.772  2.687  6.053  0.391
H  -4.916  4.215  3.716  0.194
H  -6.666  3.728  4.090  0.438
H  -5.835  2.570  2.105  0.300
H  -6.328  1.415  3.330  0.490
H  -5.036  -0.402  3.272  0.537
H  -3.436  -0.525  2.593  -0.008
H  -4.734  0.170  1.567  0.640
Cl  1.142  -2.243  -1.851  -0.812
O  -0.991  -1.581  4.037  -0.598
C  -0.515  -1.246  2.805  0.094
O  -0.762  -0.164  2.289  0.619
O  0.131  -2.067  2.203  -0.800
H  -0.625  -2.462  3.933  0.295
O  2.462  2.760  -0.365  -0.690
C  1.743  1.607  -0.278  0.741
O  1.869  0.778  0.601  0.596
O  0.824  1.408  -1.090  -0.919
H  3.112  2.633  0.330  0.337
O  -4.045  -0.939  -1.042  -0.593
C  -2.796  -0.910  -0.674  0.473
O  -2.041  0.031  -1.052  0.160
O  -2.230  -1.829  -0.099  -0.593
H  -4.268  -0.011  -1.145  0.432

As for the multiplicity: 1. The calculation puts the total energy at -3978.816713 Ha. The total charge is +3. The energy above the lowest of the compared OMol25 structures with the same formula, charge and spin is 0.0 kJ/mol. The HOMO energy is -14.448 eV.


# C4H12N2O3

A cluster of 2 separate species, C4H12N2O3 in total (ωB97M-V/def2-TZVPD, OMol25).

Each line ends with the natural charge from an NBO analysis.
Element x y z (Å)
N  -0.904  -2.140  0.496  -0.889
C  -1.836  -1.013  0.620  -0.050
N  -1.167  0.265  0.794  -0.628
C  -0.486  0.746  -0.398  -0.190
C  0.975  0.308  -0.432  0.461
O  1.583  0.118  0.586  -0.562
C  -0.492  2.281  -0.390  -0.053
O  0.091  2.796  -1.590  -0.727
H  -1.210  -2.816  -0.189  0.374
H  -0.750  -2.606  1.374  0.373
H  -2.498  -1.113  1.483  0.180
H  -2.454  -0.962  -0.272  0.180
H  -0.498  0.234  1.552  0.380
H  -0.965  0.390  -1.312  0.196
H  1.442  0.158  -1.418  0.132
H  -1.503  2.670  -0.253  0.181
H  0.122  2.670  0.422  0.189
H  -0.564  2.769  -2.310  0.468
O  2.121  -2.626  0.325  -0.972
H  2.538  -1.776  0.585  0.480
H  1.175  -2.395  0.374  0.478

As for the multiplicity: 1. The calculation puts the total energy at -494.814569 Ha. The structure (SMILES) is NCN[C@H](C=O)CO.O. The energy above the lowest of the compared OMol25 structures with the same formula, charge and spin is 165.1 kJ/mol. The HOMO energy is -9.345 eV.


# C4H6O2

A structure of composition C4H6O2 (ωB97M-V/def2-TZVPD, OMol25).

Each line ends with the natural charge from an NBO analysis.
Element x y z (Å)
O  -2.312  0.725  -1.104  -0.505
C  -1.342  0.767  -0.389  0.444
C  -0.146  -0.134  -0.527  -0.390
C  1.187  0.481  -0.064  -0.045
O  1.246  -0.357  1.096  -0.529
C  0.068  -1.062  0.691  -0.037
H  -1.286  1.491  0.458  0.105
H  -0.157  -0.622  -1.503  0.232
H  2.030  0.309  -0.743  0.184
H  1.148  1.546  0.201  0.177
H  -0.715  -1.039  1.460  0.180
H  0.278  -2.104  0.423  0.185

As for the multiplicity: 1. The calculation puts the total energy at -306.433962 Ha. The energy above the lowest of the compared OMol25 structures with the same formula, charge and spin is 189.9 kJ/mol. The HOMO energy is -9.954 eV.


- Which value of total energy does entry 5 give?
  -494.814569 Ha


- Which value of multiplicity does entry 6 give?
  1


- total energy of number 4 (C48H103CaClN5O9)?
  -3978.816713 Ha